Density functional theory data (ωB97M-V with the def2-TZVPD basis set) for a 12-piece molecular cluster, C59H142F5N9O23S3 overall in a non-equilibrium geometry.

Last column: Löwdin charge in e.
Cartesian coordinates (Å):
N1 -0.2375 0.4649 1.2944  -0.2793
S1 0.6046 0.3151 0.0820  0.4081
O1 0.1602 1.0277 -1.1160  -0.2703
O2 1.3736 -0.9091 -0.1100  -0.2736
F1 1.7422 1.2242 0.7324  -0.2032
S2 -1.5891 -0.3194 0.6728  0.6077
O3 -1.5287 -1.6990 0.2581  -0.2565
O4 -2.5564 0.5176 -0.0835  -0.2530
F2 -2.3720 -0.4988 2.0994  -0.2119
C1 -6.6573 -8.0878 -1.8922  -0.0793
O5 -7.7563 -7.1941 -2.0508  -0.1852
C2 -7.9069 -6.6333 -3.3381  -0.2030
C3 -6.9813 -5.4721 -3.7147  -0.0502
N2 -7.1719 -4.2312 -2.7714  0.0826
H1 -6.7022 -3.4700 -3.2405  0.1541
H2 -8.1262 -3.9141 -2.6763  0.1687
C4 -6.6276 -4.3669 -1.3097  -0.0361
C5 -6.6236 -2.8887 -0.8144  -0.2174
O6 -5.6382 -2.0708 -1.3730  -0.1564
C6 -4.3247 -2.3446 -0.9166  -0.0972
H3 -6.4846 -8.4758 -0.8883  0.0993
H4 -5.7510 -7.7078 -2.3638  0.0778
H5 -6.8889 -8.9880 -2.4616  0.0942
H6 -8.9271 -6.2495 -3.3476  0.1362
H7 -7.8801 -7.3827 -4.1292  0.1396
H8 -7.2507 -5.0746 -4.6933  0.1356
H9 -5.9219 -5.7258 -3.6780  0.1251
H10 -5.6721 -4.8900 -1.3497  0.1223
H11 -7.3478 -4.9768 -0.7644  0.1332
H12 -6.5219 -2.9691 0.2679  0.1220
H13 -7.6160 -2.4419 -0.8733  0.1444
H14 -3.9652 -3.3247 -1.2303  0.0868
H15 -4.2661 -2.2547 0.1681  0.0825
H16 -3.5954 -1.5952 -1.2241  0.0577
C7 3.1229 -0.3739 -3.4772  -0.0709
O7 4.5214 -0.2249 -3.1797  -0.1986
C8 4.7339 0.6612 -2.0249  -0.1667
C9 6.2585 0.9408 -1.7374  -0.0194
N3 6.9410 1.4103 -3.0800  0.0831
H17 6.7615 0.7354 -3.8096  0.1675
H18 6.4067 2.1948 -3.4252  0.1527
C10 8.3318 2.0421 -3.1369  -0.0676
C11 9.4437 1.0944 -2.7717  -0.2399
O8 9.3327 0.5375 -1.4970  -0.2107
C12 10.5134 -0.0332 -0.9044  -0.0493
H19 2.7315 0.5667 -3.8647  0.0673
H20 2.6248 -0.5804 -2.5299  0.0783
H21 2.8595 -1.1573 -4.1878  0.0804
H22 4.3546 0.1303 -1.1518  0.1213
H23 4.1892 1.5916 -2.1851  0.1052
H24 6.6508 -0.0552 -1.5318  0.1358
H25 6.3804 1.7604 -1.0293  0.1217
H26 8.4037 2.8379 -2.3954  0.1384
H27 8.4898 2.3580 -4.1681  0.1466
H28 10.4162 1.5758 -2.8743  0.1397
H29 9.5217 0.2330 -3.4349  0.1372
H30 11.3088 0.7069 -0.8165  0.0995
H31 10.7447 -1.0056 -1.3390  0.1003
H32 10.2890 -0.2330 0.1434  0.0929
C13 3.1266 -2.1763 3.0615  -0.0777
O9 2.1244 -1.8292 3.9854  -0.1642
C14 1.2061 -0.8533 3.5897  -0.2407
C15 0.8218 0.0139 4.7413  -0.0830
N4 2.0441 0.8051 5.2530  0.1158
H33 2.6056 0.0780 5.6728  0.1583
H34 2.5667 1.2471 4.5102  0.0924
C16 1.6829 1.8443 6.3412  -0.0646
C17 1.0925 1.2815 7.6323  -0.1752
O10 1.9546 0.2904 8.3220  -0.1667
C18 1.4310 0.0048 9.5931  -0.1143
H35 2.8591 -2.2683 2.0088  0.0724
H36 3.5662 -3.1278 3.3606  0.1067
H37 3.8582 -1.3692 3.1001  0.0855
H38 0.3106 -1.2538 3.1145  0.1041
H39 1.6673 -0.1678 2.8787  0.1087
H40 0.3712 -0.3814 5.6516  0.1206
H41 0.0850 0.7088 4.3383  0.1117
H42 1.0515 2.5998 5.8736  0.1038
H43 2.5516 2.4565 6.5834  0.1459
H44 0.0928 0.8961 7.4319  0.1084
H45 0.9449 2.1870 8.2210  0.1322
H46 2.1345 -0.6568 10.0984  0.1017
H47 0.4274 -0.4164 9.5332  0.0893
H48 1.4011 0.8684 10.2575  0.0935
C19 0.3220 5.4972 5.4444  -0.1018
O11 0.3059 4.3590 4.6600  -0.1701
C20 0.4943 4.7831 3.3718  -0.2398
C21 0.3960 3.6139 2.3759  -0.0405
N5 -0.9318 2.8437 2.6112  0.0830
H49 -0.8550 1.9583 2.1313  0.0613
H50 -0.9866 2.6779 3.6060  0.1288
C22 -2.3844 3.4746 2.4125  -0.0052
C23 -2.5623 4.0878 1.0154  -0.1868
O12 -2.0513 3.1925 0.0337  -0.2038
C24 -2.1015 3.8154 -1.2654  -0.0737
H51 0.1335 6.4607 4.9708  0.0979
H52 1.2997 5.6874 5.8870  0.1076
H53 -0.4375 5.4833 6.2261  0.1061
H54 1.4495 5.2981 3.2689  0.1382
H55 -0.2827 5.4622 3.0208  0.1189
H56 1.1155 2.8043 2.4979  0.1015
H57 0.3689 3.9835 1.3508  0.1142
H58 -2.5092 4.2096 3.2076  0.1295
H59 -3.0379 2.6704 2.7505  0.1335
H60 -2.1230 5.0843 0.9703  0.1230
H61 -3.6246 4.2605 0.8430  0.1449
H62 -3.0107 4.3527 -1.5352  0.0986
H63 -2.0126 3.0131 -1.9979  0.0884
H64 -1.3458 4.5913 -1.3881  0.0668
C25 -6.8325 -4.0548 7.9736  -0.0887
O13 -5.9074 -3.1146 7.4612  -0.2054
C26 -6.4473 -2.3261 6.3880  -0.1795
C27 -5.6182 -1.0885 6.1753  -0.0554
N6 -4.0997 -1.3111 6.0109  0.0887
H65 -3.6303 -0.4453 6.2350  0.1635
H66 -3.7302 -1.8683 6.7680  0.1552
C28 -3.6784 -1.9093 4.6231  -0.0471
C29 -2.2072 -2.2440 4.4788  -0.2031
O14 -1.9667 -3.2800 5.4825  -0.1558
C30 -0.5756 -3.6960 5.3355  -0.0664
H67 -7.7961 -3.6347 8.2618  0.0961
H68 -6.4404 -4.6342 8.8095  0.0974
H69 -7.0051 -4.7357 7.1401  0.0900
H70 -7.5217 -2.1607 6.4680  0.1493
H71 -6.2837 -2.9764 5.5287  0.1200
H72 -5.7018 -0.4044 7.0197  0.1411
H73 -5.8193 -0.5436 5.2529  0.1215
H74 -3.8430 -1.1226 3.8868  0.1081
H75 -4.2962 -2.8009 4.5161  0.1416
H76 -1.5408 -1.3894 4.5960  0.0940
H77 -1.9896 -2.5889 3.4679  0.1209
H78 0.2072 -2.9447 5.4389  0.0734
H79 -0.2795 -4.2353 4.4357  0.0731
H80 -0.4549 -4.4657 6.0978  0.1003
C31 1.4146 4.2601 -1.2788  -0.0627
O15 2.3585 5.0756 -0.5016  -0.2221
C32 3.3857 4.2268 0.1307  -0.1211
C33 4.4253 5.1582 0.9042  -0.0241
N7 5.1603 6.1139 -0.0955  0.0881
H81 6.0262 6.4562 0.2960  0.1675
H82 5.4749 5.5927 -0.9015  0.1612
C34 4.4357 7.3938 -0.5343  -0.0735
C35 3.8852 8.2356 0.6247  -0.1354
O16 2.9147 7.5673 1.5382  -0.2160
C36 1.5557 7.7999 1.0983  -0.0779
H83 0.8571 5.0373 -1.8015  0.0897
H84 0.7985 3.4786 -0.8341  0.0606
H85 1.9765 3.7689 -2.0733  0.0722
H86 3.8995 3.5909 -0.5902  0.1048
H87 2.8151 3.6958 0.8926  0.0953
H88 5.2651 4.6141 1.3365  0.1147
H89 4.0685 5.7083 1.7750  0.1220
H90 3.6483 7.2056 -1.2642  0.1270
H91 5.2557 7.9918 -0.9318  0.1369
H92 3.3802 9.1553 0.3291  0.1345
H93 4.7198 8.5865 1.2316  0.1318
H94 0.7877 7.3181 1.7034  0.0745
H95 1.3948 7.4343 0.0841  0.0783
H96 1.3301 8.8641 1.1670  0.0972
C37 0.8431 -4.4122 1.6855  -0.0758
C38 1.0678 -4.3683 0.1646  -0.2560
C39 1.0704 -5.7105 -0.4650  -0.0882
N8 1.1477 -5.6742 -2.0584  -0.2084
C40 1.6479 -4.4195 -2.7591  -0.0818
C41 3.2209 -4.2629 -2.6517  -0.1441
C42 3.9860 -5.4336 -3.2129  -0.1860
C43 3.5150 -6.7160 -2.5043  -0.1335
C44 1.9236 -6.9280 -2.5857  -0.0531
C45 -0.3585 -5.8286 -2.4839  0.0403
H97 -0.1280 -4.7687 2.0289  0.0763
H98 1.0039 -3.4913 2.2460  0.0439
H99 1.6061 -5.0642 2.1108  0.0889
H100 1.9939 -3.8035 0.0584  0.0989
H101 0.3759 -3.6576 -0.2873  0.0912
H102 0.2848 -6.3915 -0.1374  0.1413
H103 2.0651 -6.0048 -0.1304  0.1260
H104 1.1685 -3.5412 -2.3266  0.1163
H105 1.2266 -4.4053 -3.7643  0.1148
H106 3.5152 -4.1370 -1.6098  0.1044
H107 3.4842 -3.2871 -3.0598  0.1005
H108 5.0705 -5.4025 -3.1080  0.1209
H109 3.7326 -5.5095 -4.2703  0.1222
H110 3.8542 -6.7261 -1.4685  0.1051
H111 3.9282 -7.6452 -2.8969  0.1188
H112 1.5482 -7.8402 -2.1218  0.1296
H113 1.5916 -6.9760 -3.6228  0.1296
H114 -0.5678 -6.8721 -2.2484  0.0988
H115 -0.4452 -5.6823 -3.5605  0.0912
H116 -0.9298 -5.1277 -1.8751  0.1012
C46 -4.9799 2.2554 -7.3010  -0.0904
C47 -3.5467 1.7940 -7.0055  -0.2171
C48 -2.4959 2.9928 -7.1138  -0.0465
N9 -0.9732 2.6208 -6.7617  -0.2357
C49 -0.0602 3.8193 -7.0450  -0.0675
C50 1.4080 3.5060 -6.4874  -0.1640
C51 1.4374 3.1678 -5.0295  -0.1942
C52 0.5308 1.9184 -4.7387  -0.1492
C53 -0.8714 2.1037 -5.2908  -0.0965
C54 -0.4340 1.5074 -7.7174  0.0539
H117 -5.6023 1.3634 -7.3727  0.0828
H118 -5.0696 2.8289 -8.2236  0.0830
H119 -5.4015 2.8360 -6.4805  0.0791
H120 -3.2961 0.9598 -7.6607  0.1047
H121 -3.5482 1.3456 -6.0120  0.0995
H122 -2.8169 3.8523 -6.5254  0.1302
H123 -2.4291 3.1638 -8.1883  0.1263
H124 -0.6032 4.6002 -6.5126  0.1285
H125 -0.1757 3.9929 -8.1149  0.1282
H126 1.8732 4.4618 -6.7287  0.1161
H127 2.0831 2.8287 -7.0106  0.1185
H128 1.0739 4.0427 -4.4905  0.1035
H129 2.5000 3.0318 -4.8282  0.1009
H130 0.4255 1.6420 -3.6896  0.1023
H131 0.9444 1.0703 -5.2844  0.0932
H132 -1.5140 2.6995 -4.6427  0.1310
H133 -1.3167 1.1174 -5.4216  0.1007
H134 -0.4159 1.9646 -8.7067  0.1081
H135 -1.2075 0.7393 -7.7141  0.0838
H136 0.5704 1.1914 -7.4357  0.1019
C55 5.2851 1.4024 2.0329  -0.0195
C56 4.5241 1.6993 3.3314  -0.7459
O17 3.7512 2.6671 3.3169  -0.0751
O18 4.6680 1.0544 4.4208  -0.0608
H137 4.6159 1.1095 1.2239  0.0452
H138 6.0047 0.5962 2.1751  0.0799
H139 5.7589 2.2986 1.6323  0.0485
C57 -6.0279 -0.3371 1.8525  -0.0588
C58 -7.2044 0.2455 2.6613  -0.7919
O19 -7.8193 -0.4720 3.4720  -0.0825
O20 -7.4527 1.4704 2.4293  -0.1013
H140 -6.2822 -0.4667 0.8005  0.0558
H141 -5.8008 -1.3454 2.1988  0.0408
H142 -5.1790 0.3466 1.8501  0.0468
C59 -1.9750 -1.6576 -3.7042  -0.5918
F3 -1.6189 -2.3342 -2.5528  0.0602
F4 -3.2047 -1.9638 -3.9607  0.1632
F5 -1.8287 -0.3194 -3.4827  0.0910
S3 -0.7965 -2.2167 -5.2097  0.5376
O21 -0.8486 -3.7010 -5.2387  -0.3580
O22 -1.3294 -1.7217 -6.4789  -0.3399
O23 0.5235 -1.5927 -4.8550  -0.3837

Computed properties:
net charge	+4
largest force on an atom	9.3	eV/Å
DFT total energy	-6248.69230	a.u.